Record 1
DFT (wB97M-V/def2-TZVPD) results for the ion C4H3O2S with charge -1 in a non-equilibrium geometry.

For the frontier orbital gap, the calculation gives 7.5 eV. The electronic energy is -19125.992 eV. Its net charge is -1. The HOMO energy is -3.8 eV. The multiplicity is 1. As for the SMILES: O=C1C[C@@H]1C([O-])=S. The energy above the lowest of the compared OMol25 structures with the same formula, charge and spin comes out at 113.9 kJ/mol.

XYZ file:
```
10
C4H3O2S wB97M-V/def2-TZVPD
O 1.8379 1.6746 0.8351
C 1.1871 0.7863 0.3064
C 1.0569 -0.4384 -0.4086
C -0.1337 0.0649 0.5059
C -1.6893 0.0694 -0.2282
O -1.6537 0.4956 -1.4316
S -3.0183 -0.6542 0.6074
H 0.8379 -0.3756 -1.4580
H 1.5352 -1.3440 -0.2092
H 0.0398 -0.2787 1.4808
```



Record 2
DFT (wB97M-V/def2-TZVPD) results for a structure of composition C31H33AgN3O4Te.

For the frontier orbital gap, the calculation gives 6.1 eV. The electronic energy is -56635.939 eV. Its net charge is -1. The HOMO energy is -3.6 eV. The multiplicity is 1. The energy above the lowest of the compared OMol25 structures with the same formula, charge and spin comes out at 0.0 kJ/mol.

XYZ file:
```
73
C31H33AgN3O4Te wB97M-V/def2-TZVPD
Ag 0.0495 -1.8012 -1.0271
C -4.9576 3.9686 -0.0841
O -5.2648 3.1523 -1.2060
C -5.8200 1.9393 -0.8553
C -7.1912 1.7768 -0.9017
C -7.7636 0.5476 -0.5951
C -6.9323 -0.5090 -0.2543
C -5.5528 -0.3529 -0.2217
C -4.9712 0.8786 -0.5154
N -3.5972 1.1379 -0.5081
C -2.6132 0.1237 -0.4024
N -2.6743 -0.5038 0.7976
C -2.0536 -1.6667 1.3412
C -0.9680 -2.3477 0.7751
C -0.5259 -3.4531 1.5231
C -1.0719 -3.8503 2.7356
C -2.1383 -3.1388 3.2716
C -2.6250 -2.0616 2.5607
O -3.6837 -1.3039 3.0670
C -4.9144 -2.0034 3.1124
N -1.7362 -0.0759 -1.3069
C -1.8126 0.5953 -2.5374
C -0.7630 1.4176 -2.9250
C -0.7699 2.0512 -4.1619
C -1.8305 1.8601 -5.0295
C -2.8888 1.0302 -4.6651
C -2.8812 0.3972 -3.4303
O -3.8671 -0.4431 -3.0015
C -5.0530 -0.5009 -3.7617
H -4.5016 4.8746 -0.4759
H -4.2597 3.4715 0.5953
H -5.8704 4.2263 0.4632
H -7.7971 2.6279 -1.1881
H -8.8371 0.4186 -0.6328
H -7.3553 -1.4790 -0.0228
H -4.9185 -1.1986 0.0062
H -3.3454 1.8415 -1.1916
H -3.3330 -0.0926 1.4395
H 0.3055 -4.0347 1.1370
H -0.6658 -4.7013 3.2711
H -2.5837 -3.4014 4.2234
H -4.8777 -2.8370 3.8187
H -5.1797 -2.3973 2.1262
H -5.6774 -1.2955 3.4336
H 0.0594 1.5419 -2.2300
H 0.0621 2.6824 -4.4456
H -1.8432 2.3440 -5.9979
H -3.7089 0.8770 -5.3528
H -5.7479 -1.1132 -3.1919
H -4.8819 -0.9587 -4.7406
H -5.4849 0.4954 -3.8994
C 3.4551 2.6477 0.6159
C 2.1832 1.8633 0.3604
C 2.2058 0.4058 0.7220
O 1.2119 2.3952 -0.1244
H 3.5873 2.7239 1.6998
H 3.3810 3.6467 0.1933
H 4.3273 2.1246 0.2220
H 2.9723 0.1616 1.4565
H 2.4222 -0.1425 -0.2032
H 1.2207 0.0741 1.0502
Te 1.8600 -1.5005 -2.9585
C 3.5545 -2.2683 -1.9420
C 3.4840 -2.8085 -0.6532
C 4.6200 -3.2733 -0.0044
C 5.8621 -3.2170 -0.6241
C 5.9491 -2.6884 -1.9057
C 4.8115 -2.2216 -2.5519
H 2.5203 -2.8598 -0.1569
H 4.5323 -3.6853 0.9948
H 6.7479 -3.5800 -0.1170
H 6.9090 -2.6372 -2.4071
H 4.8998 -1.8089 -3.5504
```



Record 3
DFT (wB97M-V/def2-TZVPD) results for a structure of composition C5H6O2 in a non-equilibrium geometry.

For the frontier orbital gap, the calculation gives 10.0 eV. The electronic energy is -9369.627 eV. The HOMO energy is -9.1 eV. The multiplicity is 1. The energy above the lowest of the compared OMol25 structures with the same formula, charge and spin comes out at 720.6 kJ/mol.

XYZ file:
```
13
C5H6O2 wB97M-V/def2-TZVPD
C 1.7275 -0.5263 -0.2221
C 0.1971 0.7110 -0.1520
C -1.2706 1.0785 -0.0764
C -1.7800 -0.0933 -0.1263
C 0.1964 -0.5660 0.4661
H 2.6539 -1.1120 0.3010
H 1.7950 -0.6863 -1.3051
H 0.0528 0.4285 -1.1444
H -1.6080 2.2207 0.6844
H -2.8023 -0.4013 -0.1209
H 0.1250 -0.7311 1.6628
O 1.6435 0.8165 0.1167
O -0.9303 -1.1388 -0.0838
```



Record 4
DFT (wB97M-V/def2-TZVPD) results for a cluster of 2 separate species, C7H17NO in total in a non-equilibrium geometry.

For the frontier orbital gap (alpha / beta), the calculation gives 9.1 / 4.5 eV. The electronic energy is -11060.138 eV. Its net charge is +1. The HOMO energy (alpha / beta) is -13.6 / -13.6 eV. The multiplicity is 2. The energy above the lowest of the compared OMol25 structures with the same formula, charge and spin comes out at 335.5 kJ/mol.

XYZ file:
```
26
C7H17NO wB97M-V/def2-TZVPD
C -0.5228 -1.7447 0.8473
C -1.3520 -2.3769 -0.5540
C 1.1035 -1.9031 0.6978
C -0.9430 -0.4608 1.3564
H -0.8177 -2.4548 1.5789
H -1.7556 -1.4340 -0.9958
H 1.1770 -2.0373 -0.4675
H 1.5147 -1.0330 1.1707
H 1.4876 -2.6673 1.3403
H -0.4581 0.5005 0.9872
H -2.0784 -0.3331 1.0687
H -0.9924 -0.6924 2.3942
H -2.3602 -2.6278 -0.2628
H -0.6190 -2.9731 -1.0870
C 1.4401 2.0570 -0.6454
C 0.7130 2.6404 0.5294
C 0.7582 1.0644 -1.4980
O 1.2553 0.1644 -2.1600
N -0.5913 1.1983 -1.7731
H 1.5935 2.9283 -1.2598
H 2.4848 1.7435 -0.3520
H 1.2499 3.2630 1.2734
H -1.0530 0.3756 -2.3450
H -1.2648 1.4165 -1.0163
H 0.1752 2.0205 1.0933
H -0.1444 3.3661 0.0792
```